Formula: CH3O3S
Source: the Open Molecules 2025 dataset
Level of theory: ωB97M-V with the def2-TZVPD basis set

The strongest force on any atom comes out at 3.48 eV/Å. The multiplicity is 1. The relative energy (zero: lowest compared OMol25 entry of this formula, charge and spin) is 1.434 eV. The value obtained for the HOMO-LUMO gap is 7.642 eV. The calculated total energy is -18063.426 eV. As for the charge: -1.

Last column: Löwdin charge in e.
Positions of all 8 atoms, in Å:
C (-0.016, -0.669, -0.757)  -0.859
O (-0.315, 0.400, 0.152)  -0.655
O (0.237, -0.295, -1.922)  -0.089
O (-0.054, -1.719, -0.148)  -0.046
S (-0.208, 1.965, -0.225)  0.668
H (0.129, -0.333, 2.353)  0.049
H (-0.090, -1.141, 2.038)  0.052
H (0.318, 1.792, -1.491)  -0.121

Cartesian forces, eV/Å:
0.42 1.15 -1.22
-0.47 0.08 0.91
-0.10 -0.65 0.65
-0.04 -1.25 -0.23
0.40 0.68 -1.21
-0.83 -3.22 -0.86
0.92 3.08 1.32
-0.32 0.12 0.65

---

Formula: C4H9NO2
Source: the Open Molecules 2025 dataset
Level of theory: ωB97M-V with the def2-TZVPD basis set

The strongest force on any atom comes out at 1.35 eV/Å. As for the SMILES: CCNC(=O)OC. The multiplicity is 1. The relative energy (zero: lowest compared OMol25 entry of this formula, charge and spin) is 0.965 eV. The value obtained for the HOMO-LUMO gap is 10.807 eV. The calculated total energy is -9879.096 eV. As for the charge: 0.

Last column: Löwdin charge in e.
Positions of all 16 atoms, in Å:
C (-1.989, 0.911, 0.799)  -0.089
C (-1.760, -0.432, 0.108)  -0.224
N (-0.466, -0.519, -0.552)  0.070
C (0.702, -0.917, -0.009)  -0.572
O (0.961, -1.355, 1.085)  0.107
O (1.622, -0.722, -1.043)  -0.101
C (2.695, 0.141, -0.723)  -0.074
H (-1.835, 1.733, 0.091)  0.071
H (-3.009, 0.988, 1.192)  0.072
H (-1.289, 1.037, 1.631)  0.075
H (-1.820, -1.247, 0.839)  0.122
H (-2.542, -0.617, -0.637)  0.113
H (-0.181, -0.109, -1.438)  0.154
H (3.385, 0.112, -1.569)  0.091
H (2.343, 1.176, -0.589)  0.096
H (3.179, -0.210, 0.187)  0.089

Cartesian forces, eV/Å:
0.05 0.05 0.00
-0.04 -0.05 -0.01
0.26 -0.04 -0.01
0.17 0.02 0.01
-0.13 0.29 -0.47
0.16 -0.31 0.24
0.32 0.07 0.17
-0.04 -0.08 0.10
0.18 -0.08 -0.08
-0.07 -0.01 -0.13
0.13 0.13 -0.16
0.18 0.03 0.07
-1.34 0.13 0.06
-0.05 -0.03 0.20
0.04 -0.23 0.01
0.18 0.13 0.00

---

Formula: C9H14
Source: the Open Molecules 2025 dataset
Level of theory: ωB97M-V with the def2-TZVPD basis set

The strongest force on any atom comes out at 1.91 eV/Å. As for the SMILES: Cc1ccccc1.CC. The multiplicity is 1. The relative energy (zero: lowest compared OMol25 entry of this formula, charge and spin) is 0.750 eV. The value obtained for the HOMO-LUMO gap is 9.993 eV. The calculated total energy is -9559.432 eV. As for the charge: 0.

Last column: Löwdin charge in e.
Positions of all 23 atoms, in Å:
C (-1.002, 2.610, -1.337)  -0.067
C (-0.130, 1.568, -0.683)  -0.280
C (0.071, 1.667, 0.703)  -0.037
C (0.762, 0.591, 1.227)  -0.098
C (1.506, -0.280, 0.426)  -0.123
C (1.398, -0.302, -0.962)  -0.083
C (0.534, 0.655, -1.511)  -0.057
H (-0.453, 3.550, -1.462)  0.084
H (-1.859, 2.776, -0.673)  0.077
H (-1.429, 2.435, -2.313)  0.068
H (-0.423, 2.438, 1.274)  0.111
H (0.973, 0.369, 2.263)  0.100
H (1.999, -1.077, 0.974)  0.094
H (1.942, -1.037, -1.536)  0.101
H (0.259, 0.497, -2.547)  0.108
C (-1.549, -2.277, 0.503)  -0.163
C (-0.675, -3.210, 1.381)  -0.149
H (-1.975, -1.383, 0.963)  0.060
H (-0.945, -1.886, -0.314)  0.042
H (-2.400, -2.859, 0.162)  0.055
H (-0.816, -4.245, 1.081)  0.058
H (0.370, -2.945, 1.289)  0.036
H (-1.008, -3.025, 2.406)  0.062

Cartesian forces, eV/Å:
-0.47 0.71 0.70
0.13 1.04 -1.29
-0.19 -1.57 -1.08
1.67 -0.06 0.41
-0.71 -0.78 -0.12
-0.28 0.91 1.01
-0.01 -1.26 0.60
-0.07 -0.02 0.29
0.14 0.34 -0.15
0.16 -0.76 -0.34
-0.02 -0.07 0.14
-0.58 0.69 0.42
0.35 0.09 -0.31
-0.12 0.05 -0.20
0.02 0.68 -0.09
0.33 -0.24 -0.18
-0.89 1.25 0.11
0.30 -0.19 0.53
-0.28 -0.22 -0.39
-0.09 0.10 -0.48
0.04 -0.06 0.19
0.23 -0.02 0.12
0.34 -0.60 0.10